Entry 1:
DFT (wB97M-V/def2-TZVPD) results for a cluster of 12 separate species, C44H91N3O26P4S5 in total.

Spin multiplicity   1
Net charge   0
Kohn-Sham gap   7.515 eV
SMILES   COP(=O)(OC)OC.COP(=O)(OC)OC.COP(=O)(OC)OC.COP(=O)(OC)OC.O=S1(=O)CCCC1.O=S1(=O)CCCC1.O=S1(=O)CCCC1.O=S1(=O)CCCC1.O=S1(=O)CCCC1.c1cc[nH]c1.c1cc[nH]c1.c1cc[nH]c1

Each line ends with the Löwdin charge.
Atoms and positions in Å:
C1 -2.21528 5.95783 2.38620  -0.057
O1 -3.17103 5.92815 1.25662  -0.225
P1 -3.57425 7.33953 0.67445  0.416
O2 -2.53411 8.09145 0.02324  -0.204
O3 -4.74633 6.79395 -0.35353  -0.220
C2 -4.56460 5.63133 -1.10181  -0.146
O4 -4.39721 8.00503 1.93249  -0.220
C3 -4.58093 9.39101 2.01280  -0.126
H1 -2.68279 5.38824 3.18938  0.087
H2 -2.07037 6.91680 2.88366  0.079
H3 -1.22203 5.63811 2.07101  0.092
H4 -5.15936 4.75506 -0.84389  0.089
H5 -3.49919 5.40971 -1.16415  0.083
H6 -4.88724 5.76782 -2.13397  0.085
H7 -3.56025 9.77077 1.96696  0.083
H8 -4.96658 9.79896 2.94712  0.088
H9 -5.19751 9.79777 1.21126  0.094
C4 -1.60963 5.39890 8.38266  -0.127
O5 -0.52746 4.50826 8.40005  -0.199
P2 -0.68815 2.93142 8.14174  0.517
O6 -1.94520 2.39038 7.53895  -0.262
O7 0.66082 2.55345 7.21022  -0.255
C5 1.16648 1.22723 6.94972  -0.094
O8 -0.24440 2.30923 9.59921  -0.238
C6 -1.23817 2.11597 10.60838  -0.108
H10 -2.29740 5.28258 7.54508  0.086
H11 -1.29584 6.44267 8.39552  0.091
H12 -2.27540 5.35185 9.24443  0.086
H13 2.06194 0.98933 7.52388  0.084
H14 1.48495 1.22319 5.90729  0.082
H15 0.36464 0.51329 7.13797  0.086
H16 -1.36116 3.03525 11.18099  0.086
H17 -1.03575 1.26642 11.26062  0.088
H18 -2.19207 1.88399 10.13470  0.077
C7 -2.09697 -7.03667 0.16000  -0.119
O9 -2.66289 -7.53557 1.32334  -0.212
P3 -2.67763 -6.81778 2.74565  0.470
O10 -2.65986 -5.31257 2.73794  -0.259
O11 -3.91893 -7.57906 3.52097  -0.225
C8 -5.16795 -7.62942 2.93549  -0.143
O12 -1.42636 -7.41044 3.54304  -0.211
C9 -1.31815 -8.66092 4.18264  -0.112
H19 -2.93728 -6.68879 -0.44080  0.092
H20 -1.60172 -7.79829 -0.44230  0.090
H21 -1.35361 -6.24105 0.21008  0.092
H22 -5.61744 -6.63684 2.90681  0.099
H23 -5.75838 -8.37683 3.46547  0.091
H24 -5.17721 -8.10477 1.95464  0.084
H25 -1.24636 -8.50679 5.25930  0.096
H26 -0.55761 -9.31093 3.75002  0.088
H27 -2.17502 -9.30487 3.98466  0.079
C10 9.34629 -2.81372 -3.10449  -0.116
O13 8.72034 -1.84966 -3.95214  -0.223
P4 9.00666 -0.21825 -3.80089  0.469
O14 10.18936 0.20383 -4.63881  -0.266
O15 7.65341 0.50735 -4.22111  -0.199
C11 6.42433 0.28038 -3.52518  -0.101
O16 9.16749 0.05503 -2.21776  -0.244
C12 9.90494 1.11963 -1.60181  -0.087
H28 10.24003 -2.44616 -2.60027  0.079
H29 9.59336 -3.69326 -3.69903  0.091
H30 8.82623 -3.08667 -2.18627  0.082
H31 5.80828 -0.53508 -3.90409  0.089
H32 5.81549 1.18132 -3.44972  0.091
H33 6.53935 -0.09242 -2.50740  0.077
H34 10.04046 2.00131 -2.22820  0.088
H35 10.86775 0.76355 -1.23536  0.090
H36 9.35763 1.54480 -0.76050  0.082
O17 -8.51969 0.65377 2.71957  -0.337
S1 -7.76578 0.07888 3.84341  0.713
O18 -8.00151 -1.26763 4.37210  -0.363
C13 -5.98984 -0.05224 3.23606  -0.194
C14 -5.38261 1.32125 3.65419  -0.218
C15 -6.31977 2.20668 4.49945  -0.213
C16 -7.42196 1.30735 5.13984  -0.204
H37 -5.95829 -0.53992 2.26175  0.096
H38 -5.41301 -0.77216 3.81667  0.088
H39 -4.63592 1.04264 4.39778  0.100
H40 -4.93105 1.86333 2.82332  0.107
H41 -6.56078 3.12023 3.95590  0.113
H42 -5.72916 2.44954 5.38278  0.100
H43 -8.40161 1.72850 5.36568  0.102
H44 -6.91657 0.79934 5.96119  0.108
O19 4.86086 -3.95768 0.19297  -0.380
S2 5.66958 -3.44623 1.32252  0.761
O20 7.15247 -3.41269 1.36292  -0.362
C17 5.04586 -1.78048 1.81881  -0.215
C18 5.18441 -1.88051 3.29426  -0.274
C19 4.56786 -3.14690 3.82063  -0.226
C20 4.84586 -4.30322 2.85534  -0.174
H45 3.99913 -1.94380 1.56235  0.099
H46 5.56346 -0.92233 1.39014  0.117
H47 6.24934 -2.01801 3.48166  0.111
H48 5.00360 -0.94204 3.81837  0.123
H49 3.50021 -3.18948 4.03606  0.119
H50 5.23298 -3.54098 4.58902  0.111
H51 3.91646 -4.73227 2.48091  0.090
H52 5.49127 -5.10290 3.21875  0.097
O21 0.37747 -5.62220 -6.96591  -0.363
S3 0.96198 -6.12983 -5.69501  0.698
O22 0.04567 -6.54275 -4.63939  -0.345
C21 2.05391 -7.45422 -6.16937  -0.212
C22 3.53759 -6.87179 -6.13557  -0.214
C23 3.69124 -5.98636 -4.97699  -0.213
C24 2.37488 -5.14653 -5.07245  -0.221
H53 1.62147 -7.95438 -7.03594  0.104
H54 1.91013 -8.11321 -5.31313  0.095
H55 4.21566 -7.72104 -6.05123  0.112
H56 3.79361 -6.32717 -7.04439  0.122
H57 4.48814 -5.25103 -4.86586  0.120
H58 3.80595 -6.44225 -3.99358  0.118
H59 2.36897 -4.29357 -5.75106  0.098
H60 2.07908 -4.52305 -4.22873  0.101
O23 -0.68759 1.38307 -6.98049  -0.366
S4 -2.16089 1.08699 -7.11446  0.726
O24 -3.09218 1.56061 -6.13090  -0.355
C25 -2.73847 1.73263 -8.80919  -0.179
C26 -2.77030 0.51805 -9.76844  -0.235
C27 -2.09578 -0.65511 -9.11590  -0.244
C28 -2.43695 -0.68693 -7.60337  -0.194
H61 -2.15420 2.63178 -9.00479  0.098
H62 -3.79151 1.96679 -8.65303  0.088
H63 -3.77411 0.25582 -10.10268  0.111
H64 -2.28396 0.83715 -10.69026  0.110
H65 -1.01961 -0.53997 -9.24511  0.114
H66 -2.27231 -1.61315 -9.60489  0.117
H67 -1.75885 -1.36186 -7.08110  0.102
H68 -3.46252 -1.01895 -7.44181  0.103
O25 1.72517 -0.70965 -1.69598  -0.331
S5 0.30387 -0.68141 -1.45438  0.693
O26 -0.63883 -1.04749 -2.49041  -0.347
C29 -0.15136 -1.68269 0.06267  -0.209
C30 -0.40445 -0.66562 1.12706  -0.222
C31 -1.10964 0.55063 0.46072  -0.224
C32 -0.31890 0.88607 -0.75228  -0.240
H69 0.56904 -2.49329 0.17233  0.101
H70 -1.05879 -2.21302 -0.22614  0.102
H71 -1.10983 -1.03905 1.86941  0.115
H72 0.53711 -0.45439 1.63394  0.113
H73 -1.37231 1.39750 1.09469  0.117
H74 -2.09834 0.22361 0.13882  0.116
H75 0.59803 1.36879 -0.41416  0.097
H76 -0.70772 1.64310 -1.43332  0.113
C33 3.44721 4.53357 1.89497  -0.094
C34 3.58851 5.83551 2.54197  -0.121
C35 4.60352 6.50041 1.92291  -0.159
N1 5.21748 5.65466 1.01809  -0.007
C36 4.51977 4.42180 0.97310  -0.108
H77 2.69326 3.83967 2.23620  0.074
H78 2.95237 6.17436 3.34628  0.085
H79 4.97494 7.50176 2.08331  0.104
H80 5.90917 5.93477 0.33749  0.137
H81 4.83096 3.68052 0.25193  0.091
C37 -6.05203 -2.67110 -1.75479  -0.122
C38 -5.24131 -3.44110 -2.55793  -0.139
C39 -4.48468 -2.56836 -3.29281  -0.127
N2 -4.92125 -1.27205 -3.01020  -0.006
C40 -5.99314 -1.30528 -2.19797  -0.123
H82 -6.66355 -3.00541 -0.92975  0.083
H83 -5.13226 -4.51551 -2.54485  0.093
H84 -3.61375 -2.71503 -3.91441  0.104
H85 -4.46674 -0.47065 -3.42408  0.145
H86 -6.39629 -0.39164 -1.78674  0.099
C41 2.20397 5.77234 -3.02377  -0.150
C42 1.50639 4.74421 -3.68077  -0.106
C43 0.22782 5.17533 -3.66236  -0.135
N3 0.18515 6.47679 -3.13825  0.021
C44 1.41216 6.80698 -2.75520  -0.181
H87 3.23292 5.66104 -2.71512  0.087
H88 1.83432 3.83560 -4.16377  0.101
H89 -0.54664 4.62225 -4.17298  0.103
H90 -0.54522 7.17201 -3.19596  0.149
H91 1.64441 7.81660 -2.45006  0.118

Atoms 1-2, force components in eV/Å:
-0.56 -0.02 0.15
1.25 0.50 1.68

Entry 2:
DFT (wB97M-V/def2-TZVPD) results for a structure of composition C2H3FLaO.

Spin multiplicity   2
Net charge   +2
Kohn-Sham gap (alpha / beta)   6.347 / 8.288 eV
Energy above the lowest of the compared OMol25 structures with the same formula, charge and spin   74.45 kcal per mole

Each line ends with the natural charge from an NBO analysis.
Atoms and positions in Å:
H1 -0.40815 -0.36429 -1.17609  0.510
O1 0.23861 -0.67657 -0.25996  -0.916
C1 -0.97624 -0.98401 0.55914  -0.263
C2 -2.03151 -0.62038 -0.42948  0.527
La1 2.45209 0.20634 0.22677  1.935
H2 -0.96222 -0.35747 1.46706  0.226
H3 -0.97258 -2.07151 0.72949  0.265
F1 -2.58812 0.60616 -0.02504  -0.283

Atoms 1-2, force components in eV/Å:
2.28 -1.23 1.80
-2.87 1.52 -2.51

Entry 3:
DFT (wB97M-V/def2-TZVPD) results for the molecule C6H10O.

Spin multiplicity   1
Net charge   0
Kohn-Sham gap   8.816 eV
SMILES   C/C=C(/C)CC=O
Energy above the lowest of the compared OMol25 structures with the same formula, charge and spin   57.49 kcal per mole

Each line ends with the natural charge from an NBO analysis.
Atoms and positions in Å:
C1 -1.98920 -0.16457 0.42716  -0.631
C2 -0.64427 0.43004 0.71288  -0.091
C3 0.39693 0.49285 -0.15402  -0.095
C4 1.07614 1.83121 -0.36750  -0.618
C5 0.92530 -0.77224 -0.73738  -0.500
C6 0.79047 -1.87026 0.25086  0.391
O1 -0.10419 -1.86580 1.06661  -0.544
H1 -2.62802 0.71348 0.23707  0.210
H2 -1.99153 -0.76932 -0.48550  0.203
H3 -2.43507 -0.73703 1.24179  0.221
H4 -0.64266 1.12980 1.55014  0.184
H5 0.42195 2.48010 -0.97435  0.212
H6 1.21702 2.35384 0.58604  0.222
H7 2.03773 1.78079 -0.88610  0.203
H8 1.84413 -0.70417 -1.33407  0.241
H9 0.25618 -1.60933 -1.24073  0.259
H10 1.46908 -2.71939 0.10711  0.133

Atoms 1-2, force components in eV/Å:
-0.02 -0.14 0.07
-0.21 0.88 -0.47

Entry 4:
DFT (wB97M-V/def2-TZVPD) results for the molecule C3H5NO2.

Spin multiplicity   1
Net charge   0
Kohn-Sham gap   9.634 eV
SMILES   [H]/N=C/OCC=O
Energy above the lowest of the compared OMol25 structures with the same formula, charge and spin   83.55 kcal per mole

Each line ends with the natural charge from an NBO analysis.
Atoms and positions in Å:
H1 2.85857 0.89481 0.21522  0.341
N1 2.10857 0.37007 0.64666  -0.653
C1 1.14550 0.29234 -0.16272  0.405
O1 0.49472 -0.92535 -0.11366  -0.525
C2 -1.00545 -0.99666 0.13294  -0.186
C3 -1.31972 0.44584 -0.01707  0.397
O2 -0.59987 1.24727 0.54292  -0.489
H2 0.99101 0.91961 -1.05967  0.146
H3 -1.00971 -1.39848 1.14295  0.228
H4 -1.65275 -1.62815 -0.52283  0.202
H5 -2.01088 0.77871 -0.80473  0.133

Atoms 1-2, force components in eV/Å:
-0.04 0.99 0.41
0.35 -0.47 -0.72

Entry 5:
DFT (wB97M-V/def2-TZVPD) results for a cluster of 5 separate species, C30H36BrClF32NO6 in total.

Spin multiplicity   1
Net charge   +1
Kohn-Sham gap   8.087 eV

Each line ends with the Löwdin charge.
Atoms and positions in Å:
C1 2.19774 -1.54144 0.63676  -0.050
C2 0.69590 -1.21641 0.57594  -0.262
C3 0.44064 0.14965 -0.04847  -0.677
Cl1 -1.15904 0.14682 -0.80262  0.702
N1 0.53417 1.16250 1.13751  -0.407
Br1 -1.14792 1.36813 1.97502  1.031
C4 1.13776 2.44776 0.62032  -0.182
C5 0.68428 3.72829 1.27117  -0.193
C6 0.99939 3.89471 2.77862  -0.188
C7 1.91566 2.83825 3.39919  -0.166
C8 2.29446 3.22886 4.82795  -0.163
O1 3.63668 3.68194 4.91033  0.002
C9 4.45268 2.83320 5.58285  -0.601
C10 5.63139 2.34514 4.79908  0.037
O2 4.28166 2.52814 6.65914  0.206
H1 2.77961 -0.63198 0.69962  0.066
H2 2.36913 -2.15834 1.50305  0.084
H3 2.48246 -2.09352 -0.23660  0.070
H4 0.33787 -1.18544 1.59934  0.099
H5 0.12724 -1.98832 0.09909  0.080
H6 1.19821 0.40813 -0.76587  0.109
H7 1.20222 0.72091 1.76522  0.107
H8 2.21045 2.35949 0.64574  0.121
H9 0.88209 2.51965 -0.42315  0.128
H10 1.22187 4.51213 0.76066  0.128
H11 -0.35134 3.94503 1.08054  0.075
H12 1.50050 4.84166 2.90583  0.122
H13 0.09504 3.95797 3.36737  0.096
H14 1.32275 1.93408 3.51533  0.082
H15 2.79575 2.62583 2.80891  0.116
H16 1.60438 3.96159 5.21244  0.131
H17 2.15716 2.36410 5.45735  0.123
H18 5.80622 1.30446 4.98731  0.088
H19 5.53413 2.56520 3.74806  0.066
H20 6.49117 2.87458 5.18282  0.095
C11 -1.37467 -4.69095 -3.17333  -0.042
C12 -0.43166 -3.73652 -2.41715  -0.425
C13 0.61495 -2.99654 -3.25427  -0.284
F1 1.47577 -3.83675 -3.84412  0.111
F2 1.34329 -2.17486 -2.43912  0.070
F3 0.15660 -4.40378 -1.39818  0.131
F4 -1.21510 -2.77521 -1.84490  0.068
O3 -1.03716 -6.07960 -3.13088  0.026
C14 -0.15051 -6.57003 -4.08009  -0.529
C15 1.11333 -7.13325 -3.42773  -0.281
F5 1.76031 -6.17339 -2.73160  0.095
F6 1.94855 -7.58735 -4.38421  0.111
F7 0.12988 -5.64014 -5.01093  0.149
F8 -0.77807 -7.57715 -4.71591  0.160
H21 -2.32323 -4.63255 -2.66476  0.101
H22 -1.58137 -4.35407 -4.18760  0.155
H23 0.13508 -2.37844 -4.01795  0.178
H24 0.86205 -7.95101 -2.74868  0.178
C16 -4.20300 6.02605 0.05247  -0.036
C17 -5.60083 5.39314 0.09531  -0.445
C18 -6.53207 5.90399 1.19272  -0.295
F9 -6.01615 5.64633 2.41656  0.088
F10 -7.72097 5.26747 1.10074  0.106
F11 -5.47950 4.04745 0.16725  0.130
F12 -6.19557 5.67201 -1.09456  0.116
O4 -3.16969 5.28056 0.67841  0.045
C19 -2.98074 5.42804 2.02857  -0.541
C20 -3.21017 4.10907 2.76207  -0.313
F13 -4.46915 3.67149 2.57988  0.110
F14 -3.02094 4.27849 4.09028  0.107
F15 -3.74037 6.41120 2.53092  0.158
F16 -1.68322 5.78719 2.21204  0.137
H25 -3.91950 6.05569 -0.99762  0.151
H26 -4.21158 7.06435 0.38101  0.150
H27 -6.70501 6.97939 1.09184  0.178
H28 -2.51660 3.34106 2.39959  0.055
C21 -5.87536 -8.36330 -1.47274  -0.037
C22 -5.91936 -8.72503 0.01914  -0.446
C23 -6.60204 -7.70918 0.93270  -0.295
F17 -5.95306 -6.52168 0.90412  0.084
F18 -6.57609 -8.16302 2.20691  0.102
F19 -4.66692 -8.98283 0.45525  0.134
F20 -6.62050 -9.88585 0.12328  0.114
O5 -4.66631 -7.78534 -1.93439  0.060
C24 -4.49281 -6.43494 -1.80339  -0.531
C25 -3.30317 -6.12092 -0.89838  -0.271
F21 -3.49244 -6.62016 0.33626  0.111
F22 -3.14405 -4.77258 -0.75765  0.079
F23 -5.61639 -5.83181 -1.37268  0.146
F24 -4.22629 -5.94238 -3.03934  0.145
H29 -5.94803 -9.30579 -2.01157  0.152
H30 -6.74583 -7.78470 -1.77942  0.148
H31 -7.64508 -7.55758 0.64034  0.176
H32 -2.38040 -6.53797 -1.30265  0.164
C26 6.82590 3.81614 -0.85026  -0.047
C27 5.55911 2.99497 -0.57174  -0.437
C28 5.33173 1.78393 -1.47230  -0.286
F25 5.18749 2.14452 -2.75864  0.103
F26 4.17577 1.16525 -1.08583  0.063
F27 4.47361 3.80526 -0.59874  0.119
F28 5.65778 2.52078 0.70585  0.094
O6 6.64907 4.97479 -1.63327  0.054
C29 6.66380 4.84565 -3.00689  -0.537
C30 5.32818 5.26632 -3.61564  -0.277
F29 4.32888 4.48797 -3.13662  0.086
F30 5.37186 5.10896 -4.95402  0.111
F31 7.00609 3.59407 -3.37265  0.142
F32 7.61703 5.67247 -3.47313  0.163
H33 7.15917 4.18865 0.11697  0.153
H34 7.64095 3.19410 -1.21931  0.151
H35 6.15289 1.06729 -1.39108  0.180
H36 5.10948 6.30982 -3.38043  0.179

Atoms 1-2, force components in eV/Å:
-0.95 -0.01 0.05
0.82 0.26 0.45

Number 1: DFT total energy -7207.98598 a.u.. Number 2: DFT total energy -283.80815 a.u.. Number 3: DFT total energy -309.75076 a.u.. Number 4: DFT total energy -322.44119 a.u.. Number 5: DFT total energy -7900.55805 a.u..